(1)
Below is a cluster of 6 separate species, C40H57ClF5NO14S5 in total in a non-equilibrium geometry, with properties calculated with ωB97M-V with the def2-TZVPD basis set.

Each line ends with the Mulliken charge.
Cartesian coordinates (Å):
O  0.7896  -0.9493  4.3567  -0.38
N  -0.3110  -1.3286  4.3110  0.24
O  -0.3707  -2.7178  4.4701  -0.18
C  -1.6621  -3.1901  4.0870  -0.80
C  -1.9079  -3.0567  2.6108  0.43
C  -1.0631  -3.4408  1.6613  0.85
Cl  0.4339  -4.2249  1.9415  -0.25
C  -1.4189  -3.2222  0.2279  0.06
O  -0.9136  -3.8862  -0.6362  -0.67
C  -2.3998  -2.1516  -0.0683  0.87
C  -2.3013  -1.5817  -1.4389  -1.64
C  -0.9419  -0.9226  -1.7677  -0.80
C  -0.5660  0.2222  -0.8521  0.76
C  -0.4903  1.5123  -1.4008  -0.98
C  -0.1078  2.6018  -0.6114  -0.92
C  0.2024  2.4412  0.7343  -0.86
C  0.1032  1.1656  1.3007  -0.69
C  -0.2764  0.0781  0.5083  0.28
C  -3.2744  -1.7784  0.8746  0.94
C  -4.2880  -0.7000  0.5817  -1.40
C  -5.2486  -0.3256  1.7088  -0.66
C  -6.3152  0.6380  1.1273  -1.25
C  -6.7748  1.6901  2.0972  0.66
F  -7.1706  1.1410  3.2660  -0.30
F  -7.8682  2.3214  1.5736  -0.35
C  -5.7551  2.8137  2.3770  0.80
F  -5.0696  3.1272  1.2830  -0.28
F  -4.8839  2.4274  3.3201  -0.27
F  -6.3611  3.9136  2.8179  -0.27
C  -3.2097  -2.4690  2.1797  -0.19
O  -4.1483  -2.6156  2.9218  -0.64
H  -2.4150  -2.6157  4.6190  0.39
H  -1.7035  -4.2317  4.3855  0.28
H  -2.4245  -2.4191  -2.1282  0.36
H  -3.0971  -0.8802  -1.6633  0.60
H  -1.0219  -0.5134  -2.7680  0.49
H  -0.1676  -1.6831  -1.7175  0.51
H  -0.7287  1.6607  -2.4351  0.69
H  -0.0398  3.5870  -1.0545  0.53
H  0.5238  3.2595  1.3605  0.48
H  0.3264  1.0385  2.3489  0.44
H  -0.3321  -0.8919  0.9832  0.39
H  -4.8921  -1.0290  -0.2638  0.42
H  -3.7498  0.1981  0.2791  0.53
H  -5.7828  -1.1896  2.0735  0.45
H  -4.7206  0.1734  2.5156  0.39
H  -7.1732  0.0940  0.7483  0.53
H  -5.8722  1.1471  0.2733  0.42
O  -6.1442  -5.7634  0.8257  -0.70
S  -5.0662  -5.5643  -0.1071  1.13
O  -4.7994  -4.2632  -0.6682  -0.58
C  -3.5610  -6.2258  0.6022  -0.12
C  -3.5470  -7.6852  0.1608  -0.80
C  -3.9766  -7.6805  -1.3127  -0.67
C  -5.2099  -6.7748  -1.4286  -0.71
H  -3.5861  -6.0927  1.6820  0.47
H  -2.7235  -5.6751  0.1725  -0.08
H  -2.5625  -8.1307  0.2944  0.35
H  -4.2611  -8.2604  0.7541  0.35
H  -3.1667  -7.2809  -1.9259  0.30
H  -4.1950  -8.6846  -1.6727  0.36
H  -5.2518  -6.2499  -2.3794  0.34
H  -6.1349  -7.3251  -1.2683  0.37
O  0.5580  1.6922  -3.9609  -0.74
S  1.8191  0.9919  -4.0595  1.35
O  1.8947  -0.4333  -3.8358  -0.69
C  2.5776  1.3955  -5.6292  -0.95
C  3.4034  2.6461  -5.3360  -0.79
C  4.0854  2.3878  -3.9868  0.04
C  3.0215  1.8343  -3.0333  -0.84
H  1.8025  1.5435  -6.3780  0.49
H  3.2146  0.5560  -5.9064  0.37
H  4.1299  2.8376  -6.1239  0.36
H  2.7474  3.5172  -5.2616  0.32
H  4.8778  1.6518  -4.1161  -0.10
H  4.5374  3.2874  -3.5848  0.45
H  3.4388  1.1211  -2.3292  0.30
H  2.5044  2.6284  -2.4967  0.44
O  -6.1252  6.8080  8.2317  -0.66
S  -5.0971  6.5182  7.2650  1.17
O  -4.2519  7.5608  6.7429  -0.67
C  -4.0826  5.1834  7.8941  -0.74
C  -4.7760  3.9182  7.3986  -0.78
C  -5.1746  4.2005  5.9438  -0.27
C  -5.8247  5.5891  5.9080  -0.67
H  -4.0242  5.2574  8.9773  0.42
H  -3.0909  5.2916  7.4560  0.35
H  -4.1237  3.0498  7.4785  0.35
H  -5.6689  3.7251  7.9970  0.34
H  -4.2836  4.1941  5.3140  0.20
H  -5.8525  3.4429  5.5574  0.19
H  -5.6270  6.1159  4.9782  0.35
H  -6.8976  5.5386  6.0826  0.39
O  6.6479  -2.1298  -3.6169  -0.74
S  5.8875  -1.5423  -2.5428  1.11
O  5.3060  -0.2301  -2.6791  -0.54
C  4.6248  -2.6961  -2.0233  -0.65
C  5.3064  -3.5379  -0.9491  -0.67
C  6.1016  -2.5508  -0.0832  -0.68
C  6.8630  -1.6168  -1.0336  -0.68
H  4.2865  -3.2677  -2.8837  0.46
H  3.7985  -2.1152  -1.6136  0.26
H  4.5786  -4.0959  -0.3625  0.37
H  5.9867  -4.2551  -1.4137  0.30
H  5.4115  -1.9687  0.5306  0.31
H  6.7859  -3.0636  0.5909  0.33
H  6.9653  -0.6112  -0.6331  0.37
H  7.8422  -2.0129  -1.2957  0.38
O  6.9345  3.2288  -5.6101  -0.67
S  7.5309  3.5282  -4.3323  1.35
O  6.7355  3.9729  -3.2165  -0.72
C  8.5291  2.1323  -3.8272  -0.59
C  9.9026  2.4182  -4.4262  -0.68
C  10.1657  3.9108  -4.1792  -0.60
C  8.8953  4.6732  -4.5782  -0.80
H  8.0715  1.2140  -4.1901  0.33
H  8.5620  2.1309  -2.7380  0.35
H  10.6706  1.7916  -3.9756  0.36
H  9.8897  2.2158  -5.4992  0.33
H  10.3752  4.0725  -3.1200  0.29
H  11.0273  4.2678  -4.7410  0.34
H  8.7275  5.5529  -3.9627  0.36
H  8.9038  4.9523  -5.6300  0.36

Calculated values
frontier orbital gap: 0.275 Ha
SMILES: O=NOCC1=C(Cl)C(=O)C(CCc2ccccc2)=C(CCCC(F)(F)C(F)(F)F)C1=O.O=S1(=O)CCCC1.O=S1(=O)CCCC1.O=S1(=O)CCCC1.O=S1(=O)CCCC1.O=S1(=O)CCCC1
calculated total energy: -5616.84029 Eh

***

(2)
Below is a cluster of 7 separate species, C37H58I2O14S6 in total, with properties calculated with ωB97M-V with the def2-TZVPD basis set.

Each line ends with the Mulliken charge.
Cartesian coordinates (Å):
C  1.7750  -7.1699  1.1726  -1.36
C  2.0906  -6.4535  -0.1331  -0.29
I  0.5257  -5.1051  -0.6919  0.09
C  3.4724  -5.7334  -0.1384  -0.46
I  4.8971  -7.0720  -1.0367  0.09
C  3.8908  -5.2266  1.2306  0.83
C  4.9547  -5.7267  1.9744  -0.50
C  5.2682  -5.2322  3.2361  -1.22
C  4.5023  -4.2089  3.7632  0.60
C  3.4520  -3.6725  3.0169  0.53
C  3.1405  -4.1722  1.7649  -0.20
C  2.6750  -2.5482  3.6109  -0.03
O  2.2487  -1.6245  2.9528  -0.57
C  2.5037  -2.6239  5.0901  -0.69
C  3.5067  -3.1412  5.8012  -0.49
C  4.7398  -3.6300  5.1183  -0.01
O  5.8391  -3.5270  5.6139  -0.57
H  2.6474  -7.7313  1.5145  0.37
H  1.4990  -6.4738  1.9628  0.31
H  0.9406  -7.8489  1.0101  0.45
H  2.1116  -7.2025  -0.9167  0.56
H  3.4230  -4.8787  -0.8066  0.39
H  5.5714  -6.5206  1.5790  0.27
H  6.0910  -5.6457  3.8022  0.49
H  2.3086  -3.7348  1.2283  0.17
H  1.5826  -2.2698  5.5379  0.56
H  3.4414  -3.2316  6.8778  0.42
O  -0.2446  -0.3551  5.8955  -0.69
S  -0.5862  0.3681  4.6898  1.30
O  -1.4949  -0.2046  3.7264  -0.70
C  -1.1339  2.0108  5.1254  -0.46
C  0.1462  2.8387  5.1482  -0.99
C  0.9516  2.4017  3.9148  -0.65
C  0.9355  0.8678  3.8775  0.01
H  -1.6462  1.9778  6.0821  0.40
H  -1.8073  2.3469  4.3443  0.33
H  -0.0738  3.9052  5.1350  0.36
H  0.7142  2.6221  6.0561  0.34
H  0.4788  2.7968  3.0131  0.31
H  1.9727  2.7815  3.9431  0.38
H  0.9354  0.4729  2.8677  0.01
H  1.7587  0.4358  4.4390  0.08
O  -1.7445  -3.8736  -2.5055  -0.63
S  -1.6055  -2.6260  -3.2236  1.18
O  -0.9662  -2.5945  -4.5157  -0.68
C  -3.2095  -1.8385  -3.3219  -0.81
C  -3.2866  -0.9885  -2.0575  -0.74
C  -1.9123  -0.3275  -1.9120  -0.20
C  -0.8493  -1.4116  -2.1320  -0.30
H  -3.9811  -2.6020  -3.3891  0.47
H  -3.2136  -1.2192  -4.2188  0.33
H  -4.0820  -0.2484  -2.1228  0.38
H  -3.4846  -1.6262  -1.1924  0.34
H  -1.8071  0.4524  -2.6657  -0.27
H  -1.7931  0.1433  -0.9380  0.53
H  0.0496  -1.0275  -2.6078  0.25
H  -0.5835  -1.9176  -1.2051  0.05
O  -3.4627  2.4096  -2.2655  -0.61
S  -3.5554  3.1839  -3.4803  1.21
O  -4.4396  2.7722  -4.5408  -0.72
C  -3.8854  4.8931  -3.0543  -0.80
C  -2.5014  5.5092  -2.8841  -0.59
C  -1.6532  4.9615  -4.0409  -0.77
C  -1.8991  3.4496  -4.1196  -0.07
H  -4.4971  4.9277  -2.1558  0.41
H  -4.4220  5.3390  -3.8912  0.33
H  -2.5473  6.5976  -2.8910  0.37
H  -2.0708  5.1962  -1.9305  0.28
H  -1.9622  5.4339  -4.9760  0.32
H  -0.5949  5.1763  -3.8995  0.36
H  -1.8476  3.0622  -5.1355  0.09
H  -1.2079  2.8955  -3.4862  0.36
O  -1.0403  2.0603  -6.7544  -0.74
S  0.2186  1.5282  -7.2226  1.16
O  1.1682  0.9693  -6.2993  -0.69
C  -0.1095  0.3671  -8.5422  -0.77
C  -0.1119  1.2229  -9.8047  -0.54
C  1.0751  2.1863  -9.6631  -0.62
C  1.0219  2.7722  -8.2462  -0.65
H  -1.0532  -0.1365  -8.3477  0.42
H  0.7062  -0.3550  -8.5485  0.35
H  -0.0311  0.6087  -10.6999  0.36
H  -1.0434  1.7895  -9.8679  0.28
H  2.0086  1.6374  -9.8003  0.29
H  1.0466  2.9754  -10.4128  0.32
H  2.0089  2.9703  -7.8368  0.36
H  0.4151  3.6747  -8.2033  0.34
O  -3.6489  2.7078  7.2260  -0.68
S  -4.3816  2.9463  6.0069  1.33
O  -3.7493  3.5046  4.8378  -0.71
C  -5.2492  1.4482  5.5570  -0.69
C  -6.5905  1.5647  6.2740  -0.62
C  -7.0464  3.0179  6.0807  -0.59
C  -5.8446  3.9205  6.3893  -0.76
H  -4.6580  0.5873  5.8616  0.38
H  -5.3720  1.4538  4.4745  0.40
H  -7.3146  0.8564  5.8753  0.36
H  -6.4633  1.3537  7.3379  0.31
H  -7.3621  3.1650  5.0462  0.30
H  -7.8930  3.2648  6.7193  0.32
H  -5.8303  4.8203  5.7803  0.34
H  -5.7950  4.1851  7.4439  0.36
O  2.2723  0.6456  -1.4516  -0.71
S  2.9245  -0.3694  -0.6616  1.08
O  2.2862  -1.6370  -0.4187  -0.31
C  4.5687  -0.6426  -1.3175  -0.78
C  5.4430  0.3587  -0.5703  -0.63
C  4.9837  0.3042  0.8937  -0.80
C  3.4510  0.3542  0.8961  0.76
H  4.5515  -0.4977  -2.3951  0.43
H  4.8479  -1.6693  -1.0806  0.29
H  6.4999  0.1177  -0.6739  0.41
H  5.2851  1.3621  -0.9717  0.29
H  5.3219  -0.6301  1.3474  0.24
H  5.4017  1.1220  1.4791  0.39
H  3.0162  -0.2249  1.7069  -0.87
H  3.0768  1.3765  0.9232  0.46

Calculated values
frontier orbital gap: 0.295 Ha
SMILES: C[C@@H](I)[C@H](I)c1ccc2c(c1)C(=O)C=CC2=O.O=S1(=O)CCCC1.O=S1(=O)CCCC1.O=S1(=O)CCCC1.O=S1(=O)CCCC1.O=S1(=O)CCCC1.O=S1(=O)CCCC1
calculated total energy: -5482.47244 Eh

***

(3)
Below is the molecule C3H5NO2, with properties calculated with ωB97M-V with the def2-TZVPD basis set.

Each line ends with the Mulliken charge.
Cartesian coordinates (Å):
O  2.1040  -1.0308  0.1780  -0.59
C  0.9601  -0.6621  0.0922  0.27
N  -0.2335  -1.3509  0.0634  -0.18
C  -1.0760  -0.1684  -0.1171  -0.48
C  0.1851  0.6876  0.0934  0.22
O  0.3943  1.6979  -0.8395  -0.54
H  -0.4505  -2.1953  0.5704  0.25
H  -1.8772  -0.0509  0.6168  0.27
H  -1.4770  -0.0841  -1.1327  0.22
H  0.2176  1.0565  1.1311  0.23
H  1.2529  2.1006  -0.6559  0.33

Calculated values
relative energy (zero: lowest compared OMol25 entry of this formula, charge and spin): 30.37 kcal/mol
frontier orbital gap: 0.380 Ha
SMILES: O=C1NC[C@@H]1O
calculated total energy: -322.52594 Eh

***

(4)
Below is the molecule C20H15N3O2 in a non-equilibrium geometry, with properties calculated with ωB97M-V with the def2-TZVPD basis set.

Each line ends with the Mulliken charge.
Cartesian coordinates (Å):
C  3.5388  -2.0578  -3.3844  -1.21
C  2.7620  -1.8171  -2.1289  0.45
C  1.8922  -2.7754  -1.6158  -0.49
C  1.2325  -2.5058  -0.4286  -0.69
C  1.4314  -1.2908  0.2029  0.01
C  2.2841  -0.3757  -0.4125  0.03
N  2.5664  0.8806  0.1157  -0.02
C  1.7819  1.7308  0.8439  -0.18
O  2.2340  2.7621  1.2913  -0.63
C  0.3434  1.3456  0.9723  0.29
C  -0.3981  1.1474  -0.1634  0.04
C  -1.7725  0.8215  -0.0455  0.72
C  -2.5632  0.5751  -1.2351  -0.01
C  -2.2073  0.5115  -2.5637  -0.38
C  -3.3896  0.2274  -3.2756  -0.53
C  -4.3753  0.1384  -2.3360  -0.55
O  -3.8866  0.3436  -1.1117  -0.34
N  -2.3741  0.7130  1.1169  -0.69
C  -1.6761  0.9264  2.2434  -0.05
C  -2.3483  0.8113  3.4789  -0.45
C  -1.6748  1.0116  4.6511  -0.48
C  -0.3080  1.3327  4.6443  -0.74
C  0.3753  1.4486  3.4643  -0.80
C  -0.2899  1.2548  2.2395  1.06
N  2.9430  -0.6484  -1.5321  -0.48
H  2.8642  -2.2746  -4.2105  0.32
H  4.2016  -2.9119  -3.2578  0.31
H  4.1297  -1.1789  -3.6226  0.32
H  1.7534  -3.7140  -2.1287  0.41
H  0.5741  -3.2398  0.0120  0.45
H  0.9579  -1.0699  1.1448  0.50
H  3.4561  1.2650  -0.1836  0.30
H  0.0523  1.2366  -1.1390  0.37
H  -1.2303  0.6435  -2.9814  0.50
H  -3.4926  0.1071  -4.3344  0.46
H  -5.4259  -0.0587  -2.4217  0.47
H  -3.3978  0.5637  3.4580  0.48
H  -2.1913  0.9248  5.5958  0.39
H  0.2037  1.4891  5.5822  0.41
H  1.4234  1.7066  3.4558  0.42

Calculated values
relative energy (zero: lowest compared OMol25 entry of this formula, charge and spin): 0.00 kcal/mol
frontier orbital gap: 0.293 Ha
SMILES: Cc1cccc(NC(=O)c2cc(-c3ccco3)nc3ccccc23)n1
calculated total energy: -1085.91669 Eh

***

What is the formula in the second record?
C37H58I2O14S6

***

Among the records above, which one has the highest frontier orbital gap?
C3H5NO2